This record from the Open Molecules 2025 dataset describes a structure of composition C23H26CrN5O5PS5. The level of theory is wB97M-V/def2-TZVPD.

Last column: Löwdin charge in e.
Atoms and positions in Å:
Cr: 0.11 0.34 -0.27  0.29
C: 4.08 -3.95 -3.46  -0.06
C: 4.17 -3.01 -2.30  -0.29
C: 5.08 -1.96 -2.29  -0.06
C: 5.09 -1.03 -1.27  -0.06
C: 4.19 -1.15 -0.23  -0.28
C: 3.28 -2.20 -0.20  -0.06
C: 3.28 -3.12 -1.23  -0.05
S: 4.13 0.08 1.05  0.58
O: 5.18 1.04 0.77  -0.35
O: 4.24 -0.64 2.31  -0.34
N: 2.68 0.65 0.85  -0.09
C: 2.36 1.94 0.73  -0.39
C: 3.14 3.05 1.15  -0.02
C: 2.62 4.31 1.03  -0.10
C: 1.35 4.50 0.48  -0.10
C: 0.66 3.38 0.06  -0.14
N: 1.15 2.15 0.18  0.00
H: 5.03 -4.01 -4.00  0.07
H: 3.32 -3.62 -4.17  0.08
H: 3.81 -4.96 -3.14  0.07
H: 5.77 -1.86 -3.12  0.10
H: 5.77 -0.19 -1.27  0.10
H: 2.55 -2.26 0.60  0.10
H: 2.55 -3.92 -1.23  0.11
H: 4.12 2.87 1.57  0.09
H: 3.21 5.16 1.36  0.09
H: 0.91 5.49 0.36  0.08
H: -0.31 3.45 -0.42  0.05
O: -1.65 -0.41 -7.00  -0.13
C: -1.32 -0.12 -5.87  -1.08
S: -2.28 0.86 -4.77  0.89
C: -1.18 0.87 -3.39  -1.19
C: -0.04 0.17 -3.56  -1.18
S: 1.24 -0.07 -2.39  0.51
S: 0.18 -0.63 -5.11  0.91
S: -1.74 1.73 -1.98  0.46
C: 0.83 -0.59 3.65  -0.01
C: 0.28 -0.69 2.25  -0.74
O: 0.52 -1.72 1.60  -0.07
O: -0.36 0.31 1.77  -0.16
H: 1.91 -0.43 3.56  0.06
H: 0.67 -1.53 4.18  0.07
H: 0.39 0.24 4.20  0.07
C: -2.88 -4.22 -1.18  -0.22
N: -2.98 -3.22 -2.23  -0.15
C: -4.21 -2.46 -2.05  -0.20
N: -4.37 -1.87 -0.72  -0.15
C: -4.23 -2.93 0.27  -0.22
N: -2.99 -3.69 0.18  -0.16
C: -1.83 -2.86 0.51  -0.31
P: -1.63 -1.41 -0.63  1.00
C: -1.81 -2.33 -2.22  -0.29
C: -3.38 -0.81 -0.51  -0.32
H: -1.93 -4.75 -1.28  0.12
H: -3.70 -4.94 -1.32  0.12
H: -5.05 -3.15 -2.21  0.12
H: -4.25 -1.67 -2.79  0.13
H: -5.06 -3.63 0.14  0.11
H: -4.30 -2.49 1.27  0.12
H: -0.92 -3.46 0.47  0.09
H: -1.91 -2.48 1.53  0.09
H: -0.90 -2.92 -2.40  0.10
H: -1.88 -1.60 -3.03  0.06
H: -3.51 -0.01 -1.25  0.02
H: -3.52 -0.37 0.48  0.10

Calculated values
total energy: -4918.99847 hartree
charge: -2
<S²>: 6.02
spin multiplicity: 5

This record from the Open Molecules 2025 dataset describes the molecule C7H11N in a non-equilibrium geometry. The level of theory is wB97M-V/def2-TZVPD.

Last column: Löwdin charge in e.
Atoms and positions in Å:
C: 0.39 -0.88 1.39  -0.08
C: 0.27 -0.71 -0.21  -0.30
C: 1.66 0.82 -0.12  -0.28
C: 0.10 0.93 -0.28  -0.24
C: -1.20 1.16 0.41  -0.18
C: -2.05 0.02 -0.19  -0.12
C: -1.24 -0.98 -0.70  -0.04
H: 0.78 -1.90 1.34  0.07
H: 1.06 -0.18 1.95  0.07
H: -0.75 -0.79 1.84  0.12
H: 2.07 -0.63 -1.59  0.10
H: 1.76 0.61 1.00  0.06
H: 2.39 1.82 -0.34  0.17
H: 0.22 1.14 -1.33  0.12
H: -1.76 2.07 0.21  0.09
H: -0.98 1.09 1.58  0.14
H: -3.04 0.04 -0.88  0.15
H: -1.62 -2.04 -1.09  0.13
N: 1.75 -0.49 -0.64  0.00

Calculated values
energy above the lowest of the compared OMol25 structures with the same formula, charge and spin: 7.163 eV
structure (SMILES): C[C@@]12C=CC[C@H]1CN2
spin multiplicity: 1

This record from the Open Molecules 2025 dataset describes a cluster of 9 separate species, C5H27NO10 in total in a non-equilibrium geometry. The level of theory is wB97M-V/def2-TZVPD.

Last column: Löwdin charge in e.
Atoms and positions in Å:
C: -1.47 1.58 2.32  -0.10
C: -1.63 1.37 0.81  -0.27
N: -0.34 1.38 0.11  -0.19
C: 0.76 0.73 0.82  -0.08
C: -0.56 0.83 -1.28  -0.09
C: 0.83 0.70 -1.89  -0.55
O: 1.29 1.91 -2.29  0.09
O: 1.38 -0.32 -2.17  0.08
H: -2.41 1.87 2.79  0.07
H: -0.83 2.41 2.63  0.07
H: -1.13 0.64 2.73  0.05
H: -2.13 2.25 0.42  0.10
H: -2.27 0.50 0.66  0.09
H: 1.25 1.55 1.39  0.08
H: 1.58 0.38 0.21  0.07
H: 0.54 0.05 1.63  0.04
H: -1.11 1.59 -1.82  0.13
H: -0.97 -0.17 -1.32  0.08
H: 2.21 1.76 -2.61  0.08
H: 3.79 0.53 -3.35  0.05
H: 3.59 0.78 -1.77  0.01
O: 3.93 1.11 -2.61  -0.05
H: 3.87 -1.09 0.30  0.04
H: 4.86 -1.13 -0.83  0.05
O: 4.16 -0.58 -0.45  -0.04
H: -1.11 -2.86 -0.61  0.01
H: -1.73 -3.28 -1.92  0.01
O: -1.42 -2.48 -1.45  -0.20
H: -3.27 -3.40 -0.23  -0.03
H: -3.66 -2.68 0.93  -0.02
O: -3.16 -3.51 0.74  -0.22
H: 0.82 -1.83 3.45  0.01
H: 1.55 -0.85 4.41  0.03
O: 1.19 -0.94 3.53  -0.08
H: -2.65 -1.02 -3.68  0.02
H: -1.32 -1.26 -2.93  -0.02
O: -1.77 -0.66 -3.55  -0.12
H: 0.10 3.77 -0.56  0.01
H: 1.04 3.85 0.62  0.02
O: 0.45 4.39 0.09  -0.07
H: -1.66 -3.35 2.42  0.01
H: -1.57 -1.95 1.90  -0.01
O: -1.05 -2.61 2.37  -0.14

Calculated values
energy above the lowest of the compared OMol25 structures with the same formula, charge and spin: 0.716 eV
charge: -1
<S²>: 0.75
spin multiplicity: 2

Q: Number 3 is which compound?
A: C5H27NO10

Q: spin multiplicity of number 3 (C5H27NO10)?
A: 2

Q: Which of these has the lowest spin multiplicity?
A: C7H11N

What did the third record say?
This record from the Open Molecules 2025 dataset describes a cluster of 9 separate species, C5H27NO10 in total in a non-equilibrium geometry. The level of theory is wB97M-V/def2-TZVPD.

Last column: Löwdin charge in e.
Atoms and positions in Å:
C: -1.47 1.58 2.32  -0.10
C: -1.63 1.37 0.81  -0.27
N: -0.34 1.38 0.11  -0.19
C: 0.76 0.73 0.82  -0.08
C: -0.56 0.83 -1.28  -0.09
C: 0.83 0.70 -1.89  -0.55
O: 1.29 1.91 -2.29  0.09
O: 1.38 -0.32 -2.17  0.08
H: -2.41 1.87 2.79  0.07
H: -0.83 2.41 2.63  0.07
H: -1.13 0.64 2.73  0.05
H: -2.13 2.25 0.42  0.10
H: -2.27 0.50 0.66  0.09
H: 1.25 1.55 1.39  0.08
H: 1.58 0.38 0.21  0.07
H: 0.54 0.05 1.63  0.04
H: -1.11 1.59 -1.82  0.13
H: -0.97 -0.17 -1.32  0.08
H: 2.21 1.76 -2.61  0.08
H: 3.79 0.53 -3.35  0.05
H: 3.59 0.78 -1.77  0.01
O: 3.93 1.11 -2.61  -0.05
H: 3.87 -1.09 0.30  0.04
H: 4.86 -1.13 -0.83  0.05
O: 4.16 -0.58 -0.45  -0.04
H: -1.11 -2.86 -0.61  0.01
H: -1.73 -3.28 -1.92  0.01
O: -1.42 -2.48 -1.45  -0.20
H: -3.27 -3.40 -0.23  -0.03
H: -3.66 -2.68 0.93  -0.02
O: -3.16 -3.51 0.74  -0.22
H: 0.82 -1.83 3.45  0.01
H: 1.55 -0.85 4.41  0.03
O: 1.19 -0.94 3.53  -0.08
H: -2.65 -1.02 -3.68  0.02
H: -1.32 -1.26 -2.93  -0.02
O: -1.77 -0.66 -3.55  -0.12
H: 0.10 3.77 -0.56  0.01
H: 1.04 3.85 0.62  0.02
O: 0.45 4.39 0.09  -0.07
H: -1.66 -3.35 2.42  0.01
H: -1.57 -1.95 1.90  -0.01
O: -1.05 -2.61 2.37  -0.14

Calculated values
energy above the lowest of the compared OMol25 structures with the same formula, charge and spin: 0.716 eV
charge: -1
<S²>: 0.75
spin multiplicity: 2